--- one ---
C10H11N3 | ωB97M-V/def2-TZVPD

XYZ file:
```
24
Properties=species:S:1:pos:R:3:nbo_charge:R:1
C 1.7298 0.1757 -1.3508 -0.471
C 0.7978 0.2937 -0.4431 0.191
C 0.1825 1.5150 0.1346 -0.155
C 0.1889 2.7478 -0.5312 -0.184
C -0.5925 3.8101 -0.1367 -0.216
C -1.2331 3.7475 1.1341 -0.203
C -1.0743 2.6397 1.9106 -0.224
C -0.3953 1.5159 1.4504 0.118
N -0.4970 0.2978 2.2625 -0.305
N -0.2452 -0.8179 1.7689 0.053
N 0.2863 -1.0427 0.6675 -0.175
C 0.4647 -2.3899 0.1631 -0.204
C 0.2590 -3.5022 1.1660 -0.625
H 2.0985 -0.7316 -1.6383 0.212
H 2.1556 1.0744 -1.9806 0.230
H 0.7668 2.7728 -1.4596 0.208
H -0.8030 4.6832 -0.7869 0.223
H -1.8560 4.6292 1.4201 0.223
H -1.2216 2.3862 3.0317 0.250
H 1.5798 -2.4485 -0.2729 0.179
H -0.1237 -2.4792 -0.7182 0.201
H 0.7277 -3.3497 2.1904 0.234
H -0.8532 -3.6617 1.3074 0.222
H 0.7488 -4.3501 0.7243 0.217
```

Charge   0
M   173.219 g/mol
HOMO energy   -8.06 eV

--- two ---
C10H11N3 | ωB97M-V/def2-TZVPD

XYZ file:
```
24
Properties=species:S:1:pos:R:3:nbo_charge:R:1
C -0.6473 -0.3775 -1.6129 -0.199
C 0.6230 0.0577 -1.7715 -0.187
C -3.2409 -0.2916 0.0559 0.054
C -2.8679 1.0031 -0.0892 -0.215
C 0.5496 1.0271 0.6038 -0.099
C -1.1116 -0.4284 -0.1683 0.208
C 1.2906 0.0995 -0.4334 -0.045
C 0.3249 -0.4699 0.7026 -0.008
C 2.9274 0.3185 -0.5477 -0.602
C 0.7359 -1.3237 1.8322 -0.649
N -2.2818 -1.2127 0.0388 -0.480
N -0.6316 1.7344 0.2357 -0.254
N -1.5767 0.9951 -0.1194 0.005
H -1.2348 -0.5504 -2.4950 0.227
H 1.0878 0.1822 -2.7274 0.224
H -4.2424 -0.5721 0.2105 0.202
H -3.1511 2.0671 -0.0520 0.239
H 1.3196 1.4228 1.2516 0.221
H 3.3914 -0.5590 -1.0260 0.220
H 3.4404 0.2525 0.4910 0.212
H 3.0609 1.2352 -1.0250 0.218
H 1.3371 -2.2111 1.7154 0.235
H -0.1457 -1.8151 2.3745 0.244
H 1.0432 -0.5837 2.5559 0.227
```

Charge   0
M   173.219 g/mol
HOMO energy (alpha / beta)   -7.50 / -7.50 eV

Which structure loses on stability? two does.

--- one ---
C16H22N2O3S | ωB97M-V/def2-TZVPD

XYZ file:
```
44
Properties=species:S:1:pos:R:3:nbo_charge:R:1
C 2.0494 1.4676 4.3767 -0.246
O 1.9817 0.0770 4.1827 -0.562
C 3.2516 -0.5262 4.0148 -0.061
C 3.0723 -2.0183 3.7429 -0.518
C 2.5817 -2.3187 2.3278 0.686
O 3.1423 -3.1138 1.6064 -0.607
N 1.4674 -1.6115 2.0105 -0.618
C 0.7522 -1.5857 0.8134 0.159
C 1.0619 -2.3919 -0.2791 -0.250
C 0.3066 -2.2965 -1.4301 -0.166
C -0.7659 -1.4179 -1.5301 -0.076
C -1.0779 -0.6173 -0.4351 0.067
C -0.3208 -0.7047 0.7217 -0.258
C -2.2445 0.3428 -0.4762 -0.249
N -2.6559 0.6099 -1.8317 -0.434
C -2.6363 1.7948 -2.4721 0.670
O -2.8875 1.8962 -3.6607 -0.636
C -2.3052 3.0336 -1.6584 -0.622
S -0.5462 3.0762 -1.1684 0.182
C 0.2060 3.1253 -2.8146 -0.735
C -2.8789 -0.6038 -2.5912 -0.218
C -1.5450 -1.3130 -2.8131 -0.426
H 2.4991 1.9664 3.5100 0.172
H 2.6350 1.7133 5.2698 0.172
H 1.0267 1.8153 4.5068 0.197
H 3.7870 -0.0466 3.1811 0.174
H 3.8477 -0.3830 4.9286 0.178
H 2.3499 -2.4196 4.4569 0.233
H 4.0234 -2.5320 3.8808 0.242
H 1.1545 -0.9518 2.7164 0.424
H 1.8900 -3.0774 -0.2188 0.256
H 0.5538 -2.9195 -2.2774 0.210
H -0.5646 -0.0726 1.5646 0.199
H -3.0931 -0.1059 0.0630 0.200
H -1.9672 1.2616 0.0371 0.225
H -2.8880 3.0968 -0.7411 0.237
H -2.5009 3.9096 -2.2777 0.247
H 1.2790 3.0494 -2.6733 0.232
H -0.1573 2.2878 -3.4021 0.226
H -0.0460 4.0653 -3.2979 0.218
H -3.5615 -1.2441 -2.0239 0.191
H -3.3400 -0.3317 -3.5417 0.248
H -0.9564 -0.7428 -3.5391 0.218
H -1.7140 -2.3054 -3.2350 0.219
```

Charge   0
M   322.430 g/mol
HOMO energy   -8.24 eV

--- two ---
C16H22N2O3S | ωB97M-V/def2-TZVPD

XYZ file:
```
44
Properties=species:S:1:pos:R:3:nbo_charge:R:1
C -5.1180 -1.4472 -0.5976 -0.611
C -4.1569 -0.5659 -1.3829 -0.407
C -2.7684 -0.5567 -0.7630 -0.524
S -2.7461 0.2629 0.8695 0.161
C -2.3302 1.9783 0.3843 -0.516
C -0.8557 2.2008 0.0687 -0.417
C 0.0588 2.0287 1.2811 -0.228
N 0.2682 0.6359 1.6053 -0.652
C 1.4666 0.1668 2.0048 0.672
O 2.4593 0.8620 2.0831 -0.629
C 1.4721 -1.3232 2.3288 -0.514
C 1.7835 -2.1880 1.0835 0.018
O 3.0946 -1.9641 0.6075 -0.491
C 3.2679 -0.8700 -0.1877 0.349
C 4.5151 -0.2720 -0.2721 -0.243
C 4.7019 0.8164 -1.1052 -0.205
C 3.6526 1.3126 -1.8600 -0.219
C 2.4089 0.7098 -1.7958 -0.226
C 2.2160 -0.3833 -0.9673 0.055
N 0.9869 -1.0485 -0.8997 -0.594
C 0.6941 -1.9772 0.0354 0.663
O -0.3656 -2.5686 0.0614 -0.614
H -4.7658 -2.4760 -0.5894 0.204
H -6.1102 -1.4214 -1.0412 0.211
H -5.1874 -1.1011 0.4313 0.215
H -4.0733 -0.9330 -2.4095 0.203
H -4.5460 0.4553 -1.4252 0.196
H -2.0587 -0.0225 -1.3945 0.201
H -2.4053 -1.5691 -0.5874 0.255
H -2.9552 2.2299 -0.4727 0.218
H -2.6342 2.5912 1.2320 0.225
H -0.7440 3.2205 -0.3073 0.217
H -0.5301 1.5192 -0.7198 0.198
H -0.3731 2.5539 2.1425 0.186
H 1.0469 2.4519 1.0803 0.241
H -0.5615 0.0544 1.6245 0.419
H 2.2588 -1.5034 3.0629 0.247
H 0.5094 -1.6353 2.7334 0.232
H 1.7616 -3.2421 1.3843 0.227
H 5.3183 -0.6666 0.3278 0.228
H 5.6723 1.2847 -1.1584 0.217
H 3.7998 2.1667 -2.5025 0.215
H 1.5865 1.0782 -2.3926 0.208
H 0.2856 -0.8447 -1.6003 0.413
```

Charge   0
M   322.430 g/mol
HOMO energy   -8.30 eV

Which structure loses on stability? one does.